Record 1
{
  "formula": "C2H9N3",
  "method": "ωB97M-V/def2-TZVPD",
  "largest_force_ev_per_a": 5.4,
  "total_energy_ev": -6686.1691,
  "homo_ev": -9.031,
  "charge": 0,
  "e_above_lowest_kcal_mol": 100.1,
  "smiles": "[H]/N=N/[H].CCN",
  "species": ["H", "N", "N", "H", "C", "C", "N", "H", "H", "H", "H", "H", "H", "H"],
  "coordinates": [[-1.99127, -1.16375, 0.57888], [-1.96481, -0.18697, 0.91019], [-2.31124, 0.56321, -0.09662], [-2.41841, 1.52130, 0.25537], [1.93340, -0.40471, -0.09047], [0.41990, 0.09814, 0.38845], [0.08995, 0.51581, -0.94417], [2.38781, -0.74315, 0.83931], [2.51351, 0.40897, -0.50839], [1.88430, -1.24865, -0.77564], [0.60338, 0.93629, 1.05368], [-0.02593, -0.79908, 0.84104], [-0.00243, -0.29732, -1.55337], [-1.11815, 0.79989, -0.89826]],
  "atomic_forces_ev_per_a": [[0.18, 0.25, -0.22], [-2.22, 1.80, -1.59], [-0.30, -2.17, 2.62], [0.30, 0.02, 0.26], [-1.04, -0.12, 2.42], [4.55, -1.12, -2.67], [-5.12, 1.66, -0.09], [0.54, -0.20, -0.08], [-0.17, 0.09, -0.05], [-0.18, 0.09, -0.06], [-0.52, -0.08, 0.17], [-0.13, 0.50, -0.02], [0.32, -0.03, 0.13], [3.80, -0.69, -0.81]],
  "nbo_charge": [0.31, -0.32, -0.40, 0.33, -0.58, -0.23, -0.78, 0.19, 0.22, 0.20, 0.20, 0.19, 0.34, 0.33]
}

---

Record 2
{
  "formula": "C18H25AlBrN6S2",
  "method": "ωB97M-V/def2-TZVPD",
  "largest_force_ev_per_a": 1.1,
  "total_energy_ev": -126299.6114,
  "homo_ev": -16.322,
  "charge": 3,
  "species": ["Al", "Br", "C", "C", "C", "C", "C", "C", "N", "C", "C", "C", "C", "C", "C", "N", "H", "H", "H", "H", "H", "H", "H", "H", "H", "N", "C", "N", "S", "H", "H", "H", "H", "C", "N", "C", "C", "S", "N", "C", "C", "H", "H", "H", "H", "H", "H", "H", "H", "H", "H", "H", "H"],
  "coordinates": [[0.31472, 0.17521, -0.06219], [3.09064, 5.93887, 4.00578], [2.06957, 4.57170, 3.22507], [0.78754, 4.29512, 3.69692], [0.03499, 3.28852, 3.13574], [0.53978, 2.51642, 2.07618], [1.82151, 2.81887, 1.61321], [2.58180, 3.82431, 2.16996], [-0.18748, 1.45642, 1.46569], [-1.37867, 1.17425, 1.88117], [-2.14262, 0.11119, 1.29032], [-3.41602, -0.19501, 1.73726], [-4.11360, -1.23564, 1.13747], [-3.49692, -1.92545, 0.10619], [-2.22150, -1.56211, -0.29347], [-1.53546, -0.55877, 0.28102], [0.38254, 4.87742, 4.51272], [-0.94811, 3.13479, 3.55453], [2.22824, 2.25344, 0.79372], [3.57355, 4.03600, 1.79507], [-1.84689, 1.72459, 2.68534], [-3.85173, 0.37719, 2.54555], [-5.10999, -1.49985, 1.46555], [-3.99212, -2.74376, -0.39687], [-1.74876, -2.09794, -1.09909], [1.82730, -1.34552, -3.90345], [1.81670, -1.87053, -2.69845], [2.74374, -2.70799, -2.28797], [0.43798, -1.55804, -1.65635], [2.48450, -1.64305, -4.61349], [1.05856, -0.76971, -4.20901], [3.43804, -3.09192, -2.91670], [2.66265, -3.14751, -1.38471], [4.80231, 3.93963, -0.86839], [3.79539, 2.91757, -1.16879], [2.79844, 3.36523, -2.13930], [3.78144, 1.74083, -0.57826], [2.40205, 0.61149, -0.86162], [4.80698, 1.24874, 0.10582], [4.63947, 0.24121, 1.15050], [6.20203, 1.44693, -0.30649], [4.29426, 4.90003, -0.79207], [5.54118, 4.01608, -1.66665], [5.30514, 3.73392, 0.07093], [3.30599, 3.92374, -2.92426], [2.07557, 4.02914, -1.66146], [2.27389, 2.53044, -2.58861], [3.66590, 0.32406, 1.62365], [5.40787, 0.40910, 1.90354], [4.76361, -0.76855, 0.75398], [6.25569, 1.90046, -1.29131], [6.67317, 0.46496, -0.36005], [6.76298, 2.04771, 0.40884]],
  "atomic_forces_ev_per_a": [[0.18, 0.09, -0.07], [-0.16, -0.22, -0.13], [0.13, 0.07, -0.01], [0.15, 0.15, 0.06], [-0.15, -0.31, -0.21], [0.69, 0.79, 0.38], [-0.32, -0.31, -0.13], [-0.01, 0.21, 0.22], [-0.51, -0.77, -0.43], [0.48, 0.44, 0.13], [-0.52, -0.45, -0.14], [0.29, 0.25, 0.08], [0.08, -0.19, -0.24], [-0.15, 0.10, 0.18], [0.02, -0.03, -0.07], [0.17, 0.22, 0.10], [-0.02, -0.01, 0.01], [-0.02, -0.01, 0.02], [-0.21, 0.18, 0.30], [0.00, -0.01, 0.01], [0.03, 0.05, 0.03], [0.01, 0.01, 0.01], [-0.01, 0.01, 0.02], [0.01, -0.01, -0.02], [-0.03, 0.01, 0.00], [0.02, -0.11, -0.14], [0.04, 0.26, 0.26], [0.05, -0.16, -0.12], [-0.26, -0.08, 0.11], [0.05, 0.04, 0.03], [-0.03, 0.00, 0.04], [0.04, 0.09, -0.01], [-0.06, 0.02, 0.02], [0.19, 0.29, 0.10], [0.08, -0.13, -0.04], [-0.23, 0.09, -0.22], [-0.29, -0.05, 0.15], [0.21, -0.34, -0.35], [-0.06, 0.03, -0.10], [-0.04, -0.23, 0.11], [0.32, 0.04, -0.07], [-0.07, -0.03, 0.01], [-0.04, -0.05, 0.00], [-0.06, -0.02, 0.00], [0.04, -0.02, 0.03], [0.05, -0.01, 0.07], [0.06, -0.04, 0.01], [0.03, 0.07, 0.02], [-0.02, 0.04, 0.00], [0.03, 0.05, -0.05], [-0.02, -0.02, 0.03], [-0.06, -0.01, 0.00], [-0.07, 0.02, 0.02]],
  "nbo_charge": [1.74, 0.20, -0.05, -0.20, -0.18, 0.05, -0.15, -0.24, -0.58, 0.17, 0.19, -0.17, -0.07, -0.19, 0.11, -0.67, 0.27, 0.22, 0.19, 0.23, 0.24, 0.27, 0.28, 0.28, 0.25, -0.72, 0.42, -0.72, -0.33, 0.44, 0.44, 0.44, 0.44, -0.43, -0.36, -0.42, 0.45, -0.40, -0.40, -0.41, -0.42, 0.25, 0.24, 0.23, 0.25, 0.23, 0.23, 0.22, 0.25, 0.22, 0.23, 0.24, 0.24]
}

---

Record 3
{
  "formula": "C23H36FIrN2OSb2",
  "method": "ωB97M-V/def2-TZVPD",
  "largest_force_ev_per_a": 0.8,
  "total_energy_ev": -48079.1487,
  "homo_ev": -13.797,
  "charge": 2,
  "e_above_lowest_kcal_mol": 7.3,
  "species": ["Ir", "C", "Sb", "C", "C", "C", "C", "C", "C", "C", "C", "C", "Sb", "C", "C", "H", "H", "H", "H", "H", "H", "H", "H", "H", "H", "H", "H", "H", "H", "H", "H", "H", "H", "H", "H", "F", "C", "C", "C", "C", "C", "C", "H", "H", "H", "H", "C", "N", "C", "C", "O", "N", "C", "C", "H", "H", "H", "H", "H", "H", "H", "H", "H", "H", "H", "H"],
  "coordinates": [[0.46141, 0.55939, -0.41800], [1.64554, -0.46645, 3.11876], [0.00183, 0.28759, 2.03632], [-0.39820, 2.19958, 2.84465], [-1.63853, -0.94324, 2.62994], [-1.25831, -2.39703, 2.67219], [-0.81030, -2.94420, 3.87170], [-0.44935, -4.27855, 3.95953], [-0.54607, -5.09056, 2.83763], [-0.99795, -4.55808, 1.64136], [-1.34930, -3.21471, 1.53600], [-1.80973, -2.68118, 0.20374], [-0.15824, -1.86519, -0.88142], [-0.81053, -1.81737, -2.89659], [1.26742, -3.40280, -0.71079], [1.94281, -1.43101, 2.71375], [1.34809, -0.58265, 4.16003], [2.46897, 0.23895, 3.05494], [-0.95508, 2.07162, 3.77176], [-0.99076, 2.77279, 2.13677], [0.54306, 2.70233, 3.05919], [-2.48100, -0.71272, 1.98076], [-1.87870, -0.57995, 3.63043], [-0.77015, -2.32013, 4.75710], [-0.11352, -4.68845, 4.90197], [-0.28817, -6.13881, 2.89902], [-1.10256, -5.20204, 0.77600], [-2.58745, -1.92204, 0.26298], [-2.18904, -3.49270, -0.41869], [-1.02121, -2.83538, -3.22119], [-0.04521, -1.38686, -3.53712], [-1.71717, -1.21837, -2.95165], [0.79262, -4.31671, -1.06371], [1.53797, -3.50924, 0.33751], [2.15059, -3.17508, -1.30116], [6.23003, -0.09409, -2.17626], [4.97659, -0.07184, -1.72735], [3.95367, -0.45814, -2.56862], [2.65150, -0.44665, -2.07813], [2.35661, -0.02607, -0.77306], [3.43071, 0.36586, 0.03523], [4.73669, 0.34010, -0.42633], [4.17388, -0.77091, -3.58021], [1.87339, -0.76542, -2.76574], [3.25536, 0.70886, 1.04588], [5.56694, 0.63985, 0.19895], [-3.83347, 2.31359, -0.95167], [-2.72378, 3.12067, -1.47109], [-3.05986, 4.46054, -1.96189], [-1.49040, 2.68841, -1.20747], [-1.37426, 1.71455, -0.38255], [-0.37942, 3.24069, -1.76171], [0.92487, 3.09452, -1.13233], [-0.28892, 3.94176, -3.04152], [-4.74790, 2.64272, -1.43540], [-3.93356, 2.42973, 0.12772], [-3.67516, 1.26259, -1.18025], [-4.03903, 4.71903, -1.56918], [-3.12054, 4.50778, -3.04685], [-2.34742, 5.19780, -1.59562], [0.86130, 2.60139, -0.14107], [1.35188, 4.07542, -0.90946], [1.62450, 2.56792, -1.78801], [-1.23085, 3.93613, -3.56930], [0.44576, 3.43030, -3.66597], [0.03708, 4.97213, -2.89447]],
  "atomic_forces_ev_per_a": [[-0.11, -0.67, -0.38], [-0.08, -0.05, 0.02], [0.17, 0.08, 0.09], [0.02, -0.04, 0.02], [0.05, -0.03, 0.00], [-0.04, 0.06, -0.18], [-0.01, -0.02, 0.00], [0.00, -0.04, -0.05], [0.00, 0.03, 0.05], [-0.01, 0.01, 0.01], [-0.08, 0.13, 0.00], [0.08, -0.04, 0.11], [-0.03, 0.32, 0.03], [0.00, -0.04, 0.03], [0.07, 0.11, 0.05], [0.02, 0.00, 0.00], [-0.02, -0.01, 0.00], [0.03, 0.00, 0.00], [0.01, 0.01, 0.01], [0.00, 0.00, -0.01], [-0.01, 0.03, -0.04], [-0.01, -0.03, 0.00], [-0.01, 0.02, -0.01], [0.01, 0.00, 0.01], [0.00, 0.00, 0.01], [0.00, 0.00, 0.00], [0.01, -0.01, -0.01], [0.00, 0.00, 0.05], [0.03, 0.02, -0.05], [-0.01, 0.00, 0.01], [-0.02, 0.00, -0.02], [-0.01, 0.00, -0.02], [0.03, -0.03, 0.00], [0.01, -0.04, 0.00], [-0.02, 0.03, -0.02], [0.03, 0.00, -0.01], [-0.03, 0.00, 0.00], [0.00, 0.01, 0.03], [0.03, -0.01, 0.02], [-0.05, 0.21, 0.07], [0.05, -0.10, -0.02], [-0.03, -0.01, 0.00], [0.02, -0.01, 0.00], [-0.04, 0.00, 0.05], [0.00, 0.02, 0.04], [0.00, 0.00, 0.00], [-0.01, -0.02, -0.10], [-0.03, 0.01, -0.10], [0.04, 0.06, 0.07], [0.04, -0.16, 0.25], [0.07, 0.06, -0.16], [0.03, 0.11, 0.08], [-0.11, -0.09, -0.14], [-0.04, 0.03, 0.00], [0.00, -0.01, -0.01], [-0.01, 0.02, 0.00], [0.00, 0.01, 0.01], [0.03, 0.04, 0.07], [-0.01, -0.02, -0.02], [0.05, -0.03, -0.06], [-0.01, 0.11, 0.19], [0.04, -0.02, 0.03], [0.03, 0.03, 0.01], [-0.09, -0.06, -0.01], [0.02, 0.02, 0.01], [-0.04, 0.01, -0.02]],
  "nbo_charge": [0.20, -0.99, 1.59, -0.99, -0.75, -0.07, -0.19, -0.18, -0.18, -0.19, -0.07, -0.75, 1.55, -0.98, -0.98, 0.26, 0.26, 0.25, 0.26, 0.25, 0.26, 0.25, 0.26, 0.22, 0.24, 0.24, 0.22, 0.25, 0.26, 0.26, 0.25, 0.25, 0.26, 0.26, 0.27, -0.29, 0.41, -0.26, -0.31, -0.20, -0.28, -0.24, 0.25, 0.20, 0.20, 0.25, -0.40, -0.39, -0.42, 0.80, -0.76, -0.44, -0.41, -0.41, 0.23, 0.21, 0.21, 0.24, 0.22, 0.22, 0.18, 0.26, 0.23, 0.23, 0.22, 0.22]
}